{
  "formula": "C56H48B6N5O51Y2",
  "method": "the ωB97M-V functional and the def2-TZVPD basis",
  "total_energy_ev": -176852.1018,
  "largest_force_ev_per_a": 11.2,
  "total_charge": 1,
  "homo_energy_ha": -0.39474,
  "species": ["N", "H", "H", "H", "H", "Y", "Y", "O", "C", "O", "B", "O", "C", "O", "O", "C", "O", "C", "O", "O", "O", "C", "O", "B", "O", "C", "O", "O", "C", "O", "C", "O", "O", "O", "C", "O", "B", "O", "C", "O", "O", "C", "O", "C", "O", "O", "O", "C", "O", "B", "O", "C", "O", "O", "C", "O", "C", "O", "O", "O", "C", "O", "B", "O", "C", "O", "O", "C", "O", "C", "O", "O", "O", "C", "O", "B", "O", "C", "O", "O", "C", "O", "C", "O", "O", "C", "C", "C", "O", "C", "H", "H", "H", "H", "H", "H", "H", "H", "C", "C", "C", "O", "C", "H", "H", "H", "H", "H", "H", "H", "H", "C", "C", "C", "O", "C", "H", "H", "H", "H", "H", "H", "H", "H", "N", "C", "C", "C", "C", "C", "H", "H", "H", "H", "H", "N", "C", "C", "C", "C", "C", "H", "H", "H", "H", "H", "N", "C", "C", "C", "C", "C", "H", "H", "H", "H", "H", "N", "C", "C", "C", "C", "C", "H", "H", "H", "H", "H"],
  "coordinates": [[-6.722, -1.077, -5.132], [-6.821, -1.906, -5.701], [-7.335, -0.293, -5.305], [-5.799, -0.676, -5.216], [-6.900, -1.355, -4.177], [8.343, -4.644, 2.551], [-0.765, 9.213, -3.364], [9.064, 4.690, 2.627], [7.858, 4.581, 2.748], [7.003, 5.522, 3.207], [5.630, 5.036, 2.967], [5.688, 3.599, 2.602], [7.039, 3.297, 2.543], [7.465, 2.180, 2.204], [5.125, 5.771, 1.755], [3.879, 6.173, 1.978], [3.039, 6.670, 1.192], [3.532, 5.946, 3.450], [4.659, 5.275, 4.028], [2.512, 6.281, 4.121], [4.909, 6.684, -4.394], [6.088, 6.309, -4.180], [7.166, 6.992, -4.238], [8.299, 6.235, -3.719], [7.796, 4.900, -3.377], [6.485, 4.876, -3.660], [5.763, 3.902, -3.557], [8.967, 6.890, -2.569], [10.262, 7.094, -2.836], [11.052, 7.715, -2.143], [10.545, 6.528, -4.282], [9.379, 6.188, -4.723], [11.638, 6.454, -4.724], [2.757, -1.658, 1.419], [1.710, -1.039, 1.102], [1.483, -0.354, 0.054], [0.106, 0.229, 0.080], [-0.431, -0.267, 1.386], [0.384, -1.005, 1.921], [0.363, -1.573, 3.015], [-0.720, -0.198, -1.089], [-0.973, 0.723, -1.815], [-1.516, 0.688, -2.991], [-0.528, 2.029, -1.184], [0.098, 1.672, -0.013], [-0.690, 3.182, -1.546], [-3.990, 4.678, -9.752], [-5.154, 4.803, -9.270], [-6.245, 4.339, -9.669], [-7.270, 4.623, -8.667], [-6.709, 5.500, -7.667], [-5.409, 5.628, -7.942], [-4.502, 6.210, -7.307], [-7.762, 3.438, -7.974], [-9.032, 3.246, -8.206], [-9.699, 2.388, -7.633], [-9.536, 4.323, -9.183], [-8.543, 5.202, -9.284], [-10.721, 4.536, -9.430], [-7.713, 5.043, -2.318], [-8.442, 6.072, -2.317], [-9.695, 6.044, -2.392], [-10.204, 7.476, -2.508], [-8.975, 8.331, -2.514], [-7.950, 7.590, -2.205], [-6.782, 7.988, -2.089], [-11.063, 7.854, -1.390], [-12.201, 8.442, -1.898], [-13.038, 9.054, -1.254], [-12.168, 8.235, -3.403], [-11.016, 7.636, -3.735], [-12.970, 8.725, -4.199], [-3.065, -9.193, -1.780], [-1.991, -8.662, -2.014], [-0.776, -9.096, -1.779], [0.238, -8.126, -2.244], [-0.589, -7.064, -2.819], [-1.869, -7.408, -2.758], [-2.789, -6.698, -3.176], [1.213, -8.729, -3.250], [2.444, -8.543, -2.833], [3.418, -8.960, -3.387], [2.307, -7.842, -1.396], [1.076, -7.653, -1.136], [3.246, -7.387, -0.744], [-4.797, 4.522, 6.301], [-4.912, 3.480, 5.170], [-4.221, 4.216, 4.016], [-4.484, 5.595, 4.283], [-4.604, 5.854, 5.645], [-3.934, 4.340, 6.942], [-5.699, 4.576, 6.910], [-5.970, 3.330, 4.955], [-4.442, 2.526, 5.410], [-4.505, 3.906, 3.011], [-3.159, 4.000, 4.140], [-5.544, 6.352, 5.883], [-3.803, 6.352, 6.193], [-2.462, -3.622, 9.851], [-1.076, -3.141, 10.233], [-0.195, -4.397, 10.359], [-0.991, -5.434, 10.016], [-2.263, -5.073, 9.496], [-2.895, -3.096, 9.001], [-3.061, -3.430, 10.741], [-1.090, -2.553, 11.151], [-0.655, -2.511, 9.449], [0.010, -4.579, 11.414], [0.685, -4.199, 9.746], [-3.119, -5.613, 9.901], [-2.274, -5.142, 8.409], [0.674, -2.071, -9.122], [1.128, -3.453, -9.555], [0.526, -3.639, -10.889], [-0.712, -2.858, -10.825], [-0.784, -2.137, -9.598], [1.144, -1.183, -9.545], [0.826, -1.935, -8.051], [0.635, -4.142, -8.869], [2.180, -3.721, -9.655], [0.188, -4.666, -11.029], [1.133, -3.671, -11.794], [-1.490, -2.557, -8.880], [-0.937, -1.084, -9.831], [5.806, -7.960, 5.869], [6.410, -8.962, 6.652], [5.797, -10.064, 7.284], [4.424, -10.003, 7.301], [3.705, -9.055, 6.623], [4.430, -8.172, 5.824], [7.484, -8.888, 6.738], [6.284, -10.883, 7.791], [4.019, -10.814, 7.888], [2.634, -9.013, 6.760], [3.785, -7.422, 5.391], [8.167, -3.915, -2.561], [8.689, -4.765, -3.568], [8.454, -4.720, -4.957], [7.649, -3.728, -5.456], [7.067, -2.824, -4.619], [7.401, -2.942, -3.267], [9.506, -5.380, -3.221], [8.920, -5.489, -5.555], [7.283, -3.888, -6.460], [6.332, -2.121, -4.984], [7.128, -2.080, -2.677], [-7.692, -1.544, 0.549], [-8.764, -1.215, 1.311], [-8.845, -1.412, 2.672], [-7.788, -1.958, 3.379], [-6.694, -2.284, 2.609], [-6.639, -2.077, 1.220], [-9.569, -0.728, 0.781], [-9.781, -1.076, 3.094], [-7.711, -1.838, 4.449], [-5.852, -2.501, 3.250], [-5.718, -2.295, 0.700], [7.877, -1.643, 6.895], [8.897, -0.796, 7.389], [8.931, -0.068, 8.546], [7.788, -0.029, 9.287], [6.659, -0.649, 8.822], [6.713, -1.489, 7.647], [9.808, -0.785, 6.808], [9.809, 0.518, 8.774], [7.702, 0.617, 10.149], [5.669, -0.447, 9.204], [5.812, -1.874, 7.192]]
}